C3H6N4 | ωB97M-V/def2-TZVPD

```
13
C3H6N4 ωB97M-V/def2-TZVPD
C 2.02 0.26 0.06
N 0.96 -0.61 -0.43
C -0.39 -0.25 -0.09
N -1.31 -1.23 -0.01
C -2.45 -0.49 -0.02
N -2.35 0.80 -0.16
N -0.99 0.91 -0.12
H 2.28 1.07 -0.58
H 2.90 -0.44 -0.02
H 2.10 0.54 1.14
H 1.06 -1.51 0.04
H -3.38 -0.91 0.19
H -0.45 1.86 -0.01
```

Frontier orbital gap, eV: 9.771
Total energy, eV: -9167.6261
Energy above the lowest of the compared OMol25 structures with the same formula, charge and spin, eV: 1.230
Largest force on an atom, eV/A: 5.1
SMILES string: CNc1ncn[nH]1


C3H9NS2 | ωB97M-V/def2-TZVPD

```
15
C3H9NS2 ωB97M-V/def2-TZVPD
C -2.87 0.49 2.61
N -2.28 0.43 3.78
C -0.78 0.02 3.75
H -3.91 0.98 2.40
H -2.55 -0.14 1.76
H -0.48 -0.46 4.78
H -0.69 -0.74 2.92
H -0.06 0.85 3.36
C 0.66 1.50 -1.60
S 0.81 0.07 -2.82
S 1.63 -1.29 -1.30
H 1.47 1.48 -0.89
H 0.73 2.49 -1.96
H -0.21 1.50 -0.98
H 0.58 -1.48 -0.47
```

Frontier orbital gap, eV: 9.201
Total energy, eV: -26415.0150
Energy above the lowest of the compared OMol25 structures with the same formula, charge and spin, eV: 2.662
Largest force on an atom, eV/A: 3.2
SMILES string: C=NC.CSS


C16H19ClFNO3 | ωB97M-V/def2-TZVPD

```
41
C16H19ClFNO3 ωB97M-V/def2-TZVPD
C -0.46 4.11 -0.27
C 0.77 3.41 -0.84
C 1.53 2.65 0.25
C 2.85 2.10 -0.32
C 2.71 1.83 -1.82
N 1.36 1.39 -2.14
C 1.18 0.14 -2.60
O 2.10 -0.65 -2.74
C -0.24 -0.31 -2.97
O -0.68 -1.30 -2.05
C -1.27 -0.90 -0.93
O -1.56 0.24 -0.68
C -1.56 -2.08 -0.02
C -1.27 -1.72 1.41
C -2.24 -1.80 2.40
F -3.46 -2.26 2.08
C -1.99 -1.45 3.72
C -0.74 -0.98 4.05
C 0.25 -0.87 3.09
C -0.02 -1.24 1.78
Cl 1.22 -1.11 0.58
C 0.33 2.39 -1.90
H -0.16 4.86 0.46
H -1.02 4.60 -1.06
H -1.11 3.39 0.21
H 1.43 4.16 -1.28
H 1.73 3.31 1.10
H 0.90 1.83 0.60
H 3.11 1.18 0.21
H 3.66 2.81 -0.16
H 2.92 2.73 -2.39
H 3.40 1.04 -2.14
H -0.18 -0.82 -3.93
H -0.97 0.51 -3.02
H -2.62 -2.35 -0.13
H -0.95 -2.93 -0.34
H -2.78 -1.54 4.45
H -0.53 -0.69 5.07
H 1.23 -0.50 3.35
H 0.09 2.90 -2.84
H -0.57 1.90 -1.52
```

Frontier orbital gap, eV: 9.831
Total energy, eV: -39773.9416
Energy above the lowest of the compared OMol25 structures with the same formula, charge and spin, eV: 0.396
Largest force on an atom, eV/A: 0.5
SMILES string: C[C@H]1CCCN(C(=O)COC(=O)Cc2c(F)cccc2Cl)C1


no.,LUMO level (eV),M (g/mol),highest occupied orbital energy (eV)
1,0.665,98.11,-9.11
2,-0.065,123.25,-9.27
3,0.792,327.78,-9.04